No. 1
A single C9H10N2O3 molecule in a non-equilibrium geometry. Source: OMol25; level of theory: ωB97M-V with the def2-TZVPD basis set.

The geometry in XYZ format:
```
24
Properties=species:S:1:pos:R:3:forces:R:3:nbo_charge:R:1
C -0.8365 1.0533 1.3565 3.363 -0.995 -1.351 -0.367
C 1.4248 0.4812 1.4004 1.379 0.658 0.168 -0.074
C 0.4601 1.2167 2.0897 -1.997 -1.321 -1.021 -0.054
C -0.4097 0.3152 0.2610 -2.985 -0.951 -1.442 0.296
C 1.0187 -0.9740 -2.0750 -0.682 0.027 2.521 -0.215
C 1.5012 -0.6637 -0.8624 1.687 -0.845 0.147 0.022
C -1.4677 -1.0421 -1.5977 0.532 3.219 1.865 -0.012
C -0.3888 -0.7398 -2.5578 2.469 0.678 -1.055 -0.030
C 0.3785 1.9742 3.3840 4.461 1.920 -1.538 -0.623
N 0.8713 -0.0888 0.2597 -1.514 0.657 -0.286 -0.455
N -1.6914 -2.2047 -0.8517 -0.292 -4.153 1.654 0.438
O -2.7955 -2.4011 -0.3191 0.569 1.508 -0.840 -0.377
O -0.8347 -3.1020 -0.7464 0.180 1.637 -0.785 -0.388
O -0.3894 0.6617 -2.9461 -1.096 0.014 1.395 -0.691
H -1.7360 1.5873 1.5607 -0.473 -0.222 0.070 0.249
H 2.5422 0.4241 1.3811 -1.213 0.201 0.826 0.223
H 1.6413 -1.5139 -2.7276 0.899 -0.345 -0.617 0.225
H 2.5491 -0.9427 -0.5991 -0.895 0.340 -0.439 0.214
H -2.4037 -0.5574 -1.7876 -0.308 0.272 0.045 0.242
H -0.3609 -1.2620 -3.5338 -1.084 -0.016 0.462 0.226
H 0.4855 3.0998 3.0569 -0.333 -1.915 1.147 0.223
H -0.4732 1.8136 3.9610 -1.488 -0.341 0.669 0.226
H 1.3063 1.6917 3.9799 -1.200 0.649 -0.413 0.225
H -0.3916 1.1733 -2.0866 0.020 -0.675 -1.183 0.477
```
Positions in Å, forces in eV/Å.

Values from the calculation:
**E_tot**: -18609.1986 eV
**Kohn-Sham gap (alpha / beta)**: 6.935 / 6.934 eV

=====

No. 2
A molecular structure, C13H10BrMgN5O2S. Source: OMol25; level of theory: ωB97M-V with the def2-TZVPD basis set.

The geometry in XYZ format:
```
33
Properties=species:S:1:pos:R:3:forces:R:3:nbo_charge:R:1
Mg 1.3317 -0.3827 -0.8667 0.342 -0.149 -0.080 1.748
N 3.7837 -2.8992 1.4381 0.033 -0.101 -0.149 -0.774
C 3.1851 -1.8121 0.9254 0.127 0.214 0.247 0.304
S 3.6955 -1.2566 -0.6363 -0.095 -0.007 0.038 -0.482
N 2.3429 -1.1883 1.7665 -0.006 -0.042 -0.189 -0.445
N 1.7418 -0.1818 1.1263 0.030 0.113 0.330 -0.349
C 1.3009 0.8734 1.6943 0.026 0.030 -0.075 -0.017
C 0.9106 1.9526 0.7723 0.005 -0.019 0.028 0.192
C 0.6228 3.2281 1.2432 0.001 -0.049 0.025 -0.235
C 0.3979 4.2491 0.3413 -0.028 0.043 -0.004 -0.132
C 0.4547 3.9795 -1.0173 -0.025 -0.005 -0.001 -0.268
C 0.7227 2.6830 -1.4113 -0.074 -0.028 -0.016 0.078
N 0.9495 1.6883 -0.5541 -0.100 0.162 0.127 -0.596
H 4.3849 -3.4476 0.8484 -0.073 0.041 0.049 0.410
H 3.4330 -3.2829 2.2986 0.001 0.007 0.029 0.402
H 1.3578 1.0453 2.7656 0.002 0.009 -0.007 0.197
H 0.5943 3.4056 2.3094 0.003 -0.005 0.006 0.230
H 0.1823 5.2493 0.6935 0.001 0.002 0.000 0.226
H 0.2890 4.7493 -1.7562 -0.003 -0.007 -0.012 0.232
H 0.7546 2.4242 -2.4619 0.011 0.002 -0.034 0.204
Br -2.6216 1.8116 0.0721 0.123 0.085 -0.003 0.031
C -2.7140 -0.0416 -0.3496 0.022 -0.028 -0.010 0.158
C -3.9714 -0.6229 -0.3437 0.021 0.047 0.011 -0.280
C -4.0475 -1.9708 -0.6412 -0.026 -0.033 -0.014 -0.151
C -2.8821 -2.6597 -0.9217 -0.003 0.009 0.008 -0.215
C -1.6785 -1.9735 -0.9078 0.026 0.013 0.109 0.100
N -1.5865 -0.6659 -0.6234 -0.021 -0.001 -0.032 -0.484
C -0.3968 -2.7439 -1.2138 -0.017 0.058 -0.182 0.757
O -0.4796 -3.9517 -1.3007 -0.024 -0.203 0.006 -0.624
O 0.6579 -2.0378 -1.3779 -0.282 -0.143 -0.205 -0.936
H -4.8451 -0.0334 -0.1125 -0.011 0.010 0.003 0.235
H -5.0065 -2.4724 -0.6510 0.004 -0.002 0.006 0.224
H -2.8639 -3.7144 -1.1479 0.008 -0.025 -0.010 0.257
```
Positions in Å, forces in eV/Å.

Values from the calculation:
**E_tot**: -111514.7550 eV
**Kohn-Sham gap**: 7.282 eV

=====

No. 3
A single C3H5ClN2S molecule in a non-equilibrium geometry. Source: OMol25; level of theory: ωB97M-V with the def2-TZVPD basis set.

The geometry in XYZ format:
```
12
Properties=species:S:1:pos:R:3:forces:R:3:nbo_charge:R:1
N -0.8429 -0.2376 1.6589 1.479 -2.746 0.324 -0.644
N -0.0949 -0.2149 0.4116 -1.266 0.148 0.782 -0.258
C 0.6276 -1.2866 0.0400 0.589 0.074 0.574 -0.058
S 1.1074 -2.5603 1.0273 -0.638 1.123 -0.959 -0.172
C -0.5125 0.8494 -0.4612 -1.444 -1.107 1.411 -0.050
C 0.2706 1.2759 -1.4056 1.595 0.140 -1.870 -0.251
Cl -0.1824 2.4673 -2.5580 -0.305 0.236 -0.037 0.016
H -0.2123 0.1545 2.3927 -0.473 -0.205 -0.748 0.361
H -0.7803 -1.3338 1.8967 -0.348 2.773 -0.424 0.382
H 0.9422 -1.1547 -0.9984 0.002 -0.512 0.151 0.199
H -1.5680 1.1963 -0.3117 1.339 -0.267 0.055 0.248
H 1.2453 0.8446 -1.6924 -0.530 0.341 0.739 0.225
```
Positions in Å, forces in eV/Å.

Values from the calculation:
**E_tot**: -29527.9341 eV
**SMILES**: NN(C=S)/C=C/Cl
**Kohn-Sham gap**: 8.902 eV

=====

No. 4
A molecular structure, C20H26Br2N5PtS. Source: OMol25; level of theory: ωB97M-V with the def2-TZVPD basis set.

The geometry in XYZ format:
```
55
Properties=species:S:1:pos:R:3:forces:R:3:nbo_charge:R:1
Pt -0.4247 -0.5257 0.0281 0.228 -0.158 -0.135 0.724
Br 1.3495 -1.7675 -1.2241 -0.017 0.001 0.006 0.218
C 2.4761 -2.7285 0.0424 -0.014 0.055 0.016 -0.525
Br 1.4707 -3.7640 1.2878 -0.018 0.024 0.014 0.091
H 3.0566 -1.9814 0.5669 0.015 0.006 0.015 0.243
H 3.0900 -3.3798 -0.5674 -0.001 -0.010 0.011 0.248
C 1.2626 4.1565 -1.9292 -0.015 0.005 0.017 -0.594
C 1.3409 2.6331 -2.0415 0.004 0.010 -0.001 -0.449
C 2.3725 2.0364 -1.1161 -0.010 -0.114 -0.062 0.080
C 3.7263 2.1599 -1.4244 -0.002 -0.023 -0.018 -0.229
C 4.6992 1.5949 -0.6209 -0.007 -0.003 0.007 -0.185
C 4.3343 0.8948 0.5213 0.000 -0.002 -0.009 -0.213
C 2.9986 0.7563 0.8727 0.015 0.082 0.076 -0.026
C 2.6166 0.0783 2.1665 -0.016 -0.021 -0.017 -0.436
C 2.3973 1.0755 3.3059 0.027 0.004 0.001 -0.591
C 2.0340 1.3374 0.0409 0.057 0.022 0.131 0.061
N 0.6546 1.1634 0.3870 -0.132 -0.071 -0.229 -0.506
C -0.0282 2.1246 0.9335 0.060 -0.032 0.140 0.160
C -1.3946 1.8854 1.1814 0.000 -0.015 -0.026 0.018
C -2.4804 2.6031 1.6774 -0.006 0.055 -0.130 -0.212
C -3.6015 1.7886 1.5028 -0.019 0.000 -0.032 -0.310
C -3.1649 0.6032 0.9103 0.013 0.027 0.076 -0.011
N -1.8348 0.6562 0.7351 -0.101 -0.100 0.162 -0.516
H 0.5571 4.5626 -2.6534 -0.005 0.001 0.004 0.222
H 2.2359 4.6126 -2.1123 0.001 -0.002 -0.003 0.213
H 0.9388 4.4657 -0.9335 0.001 -0.008 0.004 0.197
H 1.6039 2.3605 -3.0660 0.015 0.023 -0.003 0.222
H 0.3590 2.1991 -1.8497 0.000 -0.018 -0.005 0.211
H 4.0117 2.6971 -2.3211 0.001 0.001 0.000 0.222
H 5.7441 1.6991 -0.8812 0.000 -0.005 -0.003 0.227
H 5.0966 0.4631 1.1597 -0.001 0.002 -0.001 0.219
H 3.4135 -0.6128 2.4536 0.000 -0.002 -0.006 0.214
H 1.7099 -0.5206 2.0308 -0.007 -0.004 -0.007 0.207
H 3.3011 1.6583 3.4852 0.002 0.000 -0.009 0.218
H 2.1382 0.5593 4.2305 -0.008 0.003 -0.005 0.219
H 1.5941 1.7750 3.0719 -0.008 -0.012 0.020 0.198
H 0.4620 3.0608 1.1823 -0.009 0.008 -0.027 0.224
H -2.4574 3.6044 2.0756 0.007 -0.011 0.025 0.237
H -4.6213 2.0280 1.7528 0.001 -0.002 0.005 0.238
H -3.7430 -0.2535 0.6014 -0.007 0.015 0.031 0.209
C -4.7657 -3.3938 -3.0686 -0.005 -0.004 -0.001 -0.597
C -3.5272 -4.1412 -2.5697 -0.008 0.002 0.008 -0.454
C -2.9343 -3.4883 -1.3652 0.019 -0.042 0.035 0.090
N -1.9441 -2.6779 -1.3909 0.069 0.097 0.007 -0.245
N -1.6317 -2.1814 -0.1469 -0.334 0.435 -0.077 -0.403
C -2.4062 -2.6295 0.8194 0.196 -0.255 0.003 0.261
N -2.2504 -2.3152 2.1110 0.034 -0.014 0.025 -0.776
S -3.5950 -3.7302 0.2411 0.014 -0.008 -0.022 0.400
H -5.1935 -3.9080 -3.9274 0.006 0.002 -0.004 0.231
H -4.5065 -2.3794 -3.3699 -0.002 0.003 0.010 0.219
H -5.5340 -3.3365 -2.2962 -0.002 -0.005 -0.003 0.209
H -2.7518 -4.1574 -3.3349 -0.006 0.006 -0.007 0.247
H -3.7787 -5.1766 -2.3339 0.016 -0.004 0.002 0.230
H -1.5796 -1.6058 2.3613 -0.017 0.031 -0.004 0.428
H -2.8964 -2.6384 2.8078 -0.023 0.026 -0.006 0.423
```
Positions in Å, forces in eV/Å.

Values from the calculation:
**E_tot**: -182774.9435 eV
**Total charge**: +1
**Kohn-Sham gap**: 8.037 eV

=====

Question: The lowest E_tot belongs to which entry?
Answer: C20H26Br2N5PtS

=====

Repeat the first record exactly.
A single C9H10N2O3 molecule in a non-equilibrium geometry. Source: OMol25; level of theory: ωB97M-V with the def2-TZVPD basis set.

The geometry in XYZ format:
```
24
Properties=species:S:1:pos:R:3:forces:R:3:nbo_charge:R:1
C -0.8365 1.0533 1.3565 3.363 -0.995 -1.351 -0.367
C 1.4248 0.4812 1.4004 1.379 0.658 0.168 -0.074
C 0.4601 1.2167 2.0897 -1.997 -1.321 -1.021 -0.054
C -0.4097 0.3152 0.2610 -2.985 -0.951 -1.442 0.296
C 1.0187 -0.9740 -2.0750 -0.682 0.027 2.521 -0.215
C 1.5012 -0.6637 -0.8624 1.687 -0.845 0.147 0.022
C -1.4677 -1.0421 -1.5977 0.532 3.219 1.865 -0.012
C -0.3888 -0.7398 -2.5578 2.469 0.678 -1.055 -0.030
C 0.3785 1.9742 3.3840 4.461 1.920 -1.538 -0.623
N 0.8713 -0.0888 0.2597 -1.514 0.657 -0.286 -0.455
N -1.6914 -2.2047 -0.8517 -0.292 -4.153 1.654 0.438
O -2.7955 -2.4011 -0.3191 0.569 1.508 -0.840 -0.377
O -0.8347 -3.1020 -0.7464 0.180 1.637 -0.785 -0.388
O -0.3894 0.6617 -2.9461 -1.096 0.014 1.395 -0.691
H -1.7360 1.5873 1.5607 -0.473 -0.222 0.070 0.249
H 2.5422 0.4241 1.3811 -1.213 0.201 0.826 0.223
H 1.6413 -1.5139 -2.7276 0.899 -0.345 -0.617 0.225
H 2.5491 -0.9427 -0.5991 -0.895 0.340 -0.439 0.214
H -2.4037 -0.5574 -1.7876 -0.308 0.272 0.045 0.242
H -0.3609 -1.2620 -3.5338 -1.084 -0.016 0.462 0.226
H 0.4855 3.0998 3.0569 -0.333 -1.915 1.147 0.223
H -0.4732 1.8136 3.9610 -1.488 -0.341 0.669 0.226
H 1.3063 1.6917 3.9799 -1.200 0.649 -0.413 0.225
H -0.3916 1.1733 -2.0866 0.020 -0.675 -1.183 0.477
```
Positions in Å, forces in eV/Å.

Values from the calculation:
**E_tot**: -18609.1986 eV
**Kohn-Sham gap (alpha / beta)**: 6.935 / 6.934 eV

=====

Question: Number 3 is which compound?
Answer: C3H5ClN2S